1.
DFT (ωB97M-V/def2-TZVPD) results for a molecular structure, C17H23F3N5O2PdS in a non-equilibrium geometry.

```
! wB97M-V def2-TZVPD RIJCOSX def2/J DEFGRID3
* xyz 1 1
H 4.5322 0.1084 3.2421
H -2.5105 3.2227 -1.3114
H 0.8326 -3.5040 2.9847
H 0.6290 3.2494 0.2597
H 1.9375 -3.7893 4.3525
H 3.9699 -2.3965 4.1740
H 0.4314 -2.8830 4.5967
H -3.0404 2.9884 -3.6215
H -1.1589 4.1382 -0.6662
F -0.5079 -3.8022 -1.3358
C -0.0819 0.7814 -4.4905
C 2.2490 4.0084 1.4235
H -1.2921 4.6394 -2.7752
N 1.9643 -1.8556 3.6011
C 0.4921 -3.0401 -1.7701
C 0.6568 -1.7388 -0.9490
C 3.1584 3.6940 2.4190
F 1.6138 -3.7606 -1.7360
H -0.3960 4.4176 -4.2499
C 3.1532 2.4097 2.9237
H -2.8733 4.4210 -4.6411
S -0.2415 -0.6126 2.6362
C -1.0780 3.9196 -3.5613
H 1.4401 1.7633 -3.2988
H 2.2056 4.9894 0.9731
H -0.8446 1.0451 -5.2215
C 3.3208 -1.6396 3.7710
C 2.2577 1.4743 2.4219
C 3.5934 -0.4065 3.3290
N 2.3878 0.1478 2.8899
H -0.5473 0.1377 -3.7433
H 0.8713 2.7132 -4.6442
F 0.2445 -2.7133 -3.0508
O -0.4150 -1.3976 -0.3251
C 1.3967 -0.7793 3.0460
H 3.8248 2.1293 3.7221
H 0.4618 0.7236 -1.9374
C 0.5435 2.0267 -3.8652
N 1.3384 1.7873 1.5018
C -0.5971 2.3418 -1.7411
H 0.6864 0.1992 -4.9995
Pd 0.1291 0.2977 0.5949
C 1.3654 3.0359 1.0164
C 1.2420 -3.0876 3.9024
H 3.8542 4.4287 2.7997
H -1.6345 2.6023 0.0895
C -1.5268 3.1282 -0.8531
N -0.1016 1.2349 -1.2684
N -0.3506 2.7839 -2.9842
O 1.7197 -1.1341 -0.9933
H -2.1559 2.8933 -5.1462
C -2.3606 3.5271 -4.2839
*
```

Values from the calculation:
HOMO energy ... -11.557 eV
Frontier orbital gap ... 8.2847 eV
ΔE to the lowest compared entry with this formula, charge and spin ... 0.0 kcal per mole
LUMO energy ... -3.27 eV

natural (NBO) population analysis, charges in e, atoms 1 to 8: 0.251, 0.254, 0.242, 0.219, 0.229, 0.251, 0.234, 0.210

***

2.
DFT (ωB97M-V/def2-TZVPD) results for a molecular structure, C17H23F9NOPTc in a non-equilibrium geometry.

```
! wB97M-V def2-TZVPD RIJCOSX def2/J DEFGRID3
* xyz 2 4
C 0.5625 -1.7078 3.7623
F -1.5262 0.0262 5.1773
H 0.7789 -0.8943 -2.7526
H 3.0639 1.8701 -1.7241
C -0.5847 2.9551 -1.4494
H 1.2854 1.2664 1.6667
C -1.5395 -0.6778 -1.7945
F -2.8577 -1.0743 2.3972
P 0.9695 2.3475 -0.6432
C -1.3867 -1.9996 -1.1022
H -1.8964 -2.7658 -1.7035
C -2.3332 -0.6246 -2.9477
F 1.7106 -0.9964 3.6047
H 1.9971 -2.2113 -2.6194
C -2.0882 1.7539 -3.0739
H 2.5726 3.4864 0.7130
F 0.1853 1.0640 4.2650
H 1.6147 4.6322 -0.2791
C -2.6050 0.5732 -3.5974
H 0.5758 1.6905 1.7353
H 0.8950 3.8909 1.1931
C 2.2302 -2.1374 0.0096
Tc 0.2588 0.5558 0.4185
F -1.7779 1.1550 3.2929
O -0.2256 -0.6402 1.8364
C 2.1010 2.2631 -2.0679
H -0.0080 -3.0807 0.1544
H 1.6909 1.5942 -2.8339
H -1.9189 -1.9770 -0.1360
C 0.0133 -2.5816 -0.8234
H -2.7280 -1.5659 -3.3218
N 1.1219 -1.6171 -0.7987
H 2.3909 -0.5429 -2.0778
C -1.9011 -1.7852 3.0508
C -0.6141 -0.9173 3.1347
H 2.9830 -1.3507 0.1583
C -1.2718 1.7225 -1.9463
H 2.6757 -3.0040 -0.5032
H -3.2305 0.5865 -4.4877
H -1.1621 3.4824 -0.6774
C 1.5682 3.7292 0.3430
F -2.3758 -2.1644 4.2643
F 0.3809 -1.9703 5.0780
C -0.9419 0.3461 3.9951
F 0.7496 -2.8854 3.1056
H 2.2413 3.2633 -2.5016
H -0.3485 3.6708 -2.2449
H 1.8389 -2.4556 0.9815
C 1.5962 -1.2968 -2.1497
C -1.0216 0.5213 -1.2757
F -1.6776 -2.9056 2.3125
H -2.2857 2.7225 -3.5219
H 0.2548 -3.3392 -1.5948
*
```

Values from the calculation:
HOMO energy (alpha / beta) ... -15.911 / -15.889 eV
Frontier orbital gap (alpha / beta) ... 5.8791 / 5.5315 eV
⟨S²⟩ ... 3.8055
LUMO energy (alpha / beta) ... -10.03 / -10.36 eV

natural (NBO) population analysis, charges in e, atoms 1 to 8: 0.973, -0.269, 0.226, 0.263, -0.708, 0.145, 0.088, -0.305

***

3.
DFT (ωB97M-V/def2-TZVPD) results for a molecular structure, C17H23FeGeN3O3S in a non-equilibrium geometry.

```
! wB97M-V def2-TZVPD RIJCOSX def2/J DEFGRID3
* xyz 2 5
S -0.4272 -2.3407 0.3785
H 4.3948 1.0746 1.4983
H -3.7802 -1.3774 -0.3835
C -1.3003 2.6303 2.8826
C -0.2674 1.8006 3.3112
C -1.2668 -2.2611 4.0818
H 3.0202 1.5673 -1.9464
H -3.1985 0.1151 2.6048
N -2.1212 -0.1030 -0.2671
C -3.9378 -1.6481 3.5728
H -4.9744 -1.4057 3.3789
H -0.3429 5.4694 4.4357
C 3.4736 1.6593 1.4953
H -2.1027 4.6132 2.9228
H 3.8059 2.8382 -0.9999
C -2.2743 -3.0973 4.5444
H 4.4888 1.2115 -1.0087
O 2.2601 0.0379 0.1203
C -0.3106 4.4419 4.0994
C -1.3131 3.9602 3.2681
C 1.4431 2.3062 0.2063
C -2.0997 -2.4453 0.0531
H 1.5136 1.6218 4.5165
H -2.5730 0.5861 0.3300
Ge -0.1095 -0.0421 2.6225
H 3.7372 2.7101 1.5903
C -2.9352 -0.8015 3.1224
N -2.7937 -1.3285 -0.1594
H 2.8653 1.3669 2.3522
N -2.6866 -3.6228 0.0256
H -3.6519 -3.7567 -0.2408
C 0.7295 2.2772 4.1549
H -2.0810 2.2538 2.2320
Fe -0.0022 -0.1566 0.2711
H -0.2293 -2.4991 4.2835
H -2.1299 -4.4505 0.1843
C 2.7200 1.4223 0.1938
H 1.1610 -0.6581 3.2493
C 0.7147 3.6129 4.5317
H 1.5022 3.9951 5.1662
C -1.6009 -1.1158 3.3658
C -3.6031 -2.7933 4.2843
C 3.5567 1.7802 -1.0216
H 3.0256 -0.5100 -0.1016
H -2.0155 -3.9814 5.1113
O 0.3250 1.5901 0.2644
H -4.3848 -3.4405 4.6587
H -2.1561 0.2467 -1.2245
O 1.5077 3.4935 0.1769
*
```

Values from the calculation:
HOMO energy (alpha / beta) ... -14.660 / -14.688 eV
Frontier orbital gap (alpha / beta) ... 5.9923 / 6.0542 eV
⟨S²⟩ ... 6.0749
ΔE to the lowest compared entry with this formula, charge and spin ... 62.2 kcal per mole
LUMO energy (alpha / beta) ... -8.67 / -8.63 eV

natural (NBO) population analysis, charges in e, atoms 1 to 8: -0.127, 0.231, 0.427, -0.205, -0.449, -0.213, 0.228, 0.186

***

4.
DFT (ωB97M-V/def2-TZVPD) results for a molecular structure, C17H23I2N2OSc in a non-equilibrium geometry.

```
! wB97M-V def2-TZVPD RIJCOSX def2/J DEFGRID3
* xyz -2 1
C -4.3335 3.3519 -2.7792
H -3.6932 -2.9676 2.2533
H -4.1121 4.3951 -2.5040
I -3.1059 1.9356 -1.5314
C 2.4056 1.9915 1.1044
H 2.1367 -1.2756 1.9161
C -1.7138 -2.4187 1.5836
C -0.3339 -2.5696 1.7632
H 2.6960 -1.7084 0.2662
C 2.1349 3.2981 -2.2000
C -0.6970 2.3059 -0.2095
C 0.6659 2.3908 -0.7602
H 1.1811 -3.3067 3.1597
C 2.7549 3.1584 -1.0013
H -0.4565 3.5909 -3.5069
H -0.4160 -3.2579 -0.9694
H 3.7719 3.3701 -0.7468
H -0.4257 -4.3949 4.6526
C -2.1728 -3.7423 3.5789
I 2.1249 -0.4314 -2.4683
O -0.8744 2.4001 1.0064
C -0.7933 -3.8298 3.7985
H -5.3793 3.0751 -2.5764
C 2.0541 -2.0111 1.1051
C 0.1137 -3.2219 2.9235
H 2.4648 3.7201 -3.1394
H -2.8825 -4.2260 4.2543
H 1.3073 -2.9454 -1.2827
H -4.0750 3.1431 -3.8231
H 0.8506 -4.1395 -0.0799
N 1.8721 2.5928 -0.1063
Sc -0.2717 0.4667 -1.5939
C 0.5713 -3.1573 -0.4944
H 2.4440 -2.9808 1.4591
H 1.6630 1.3761 1.6194
N 0.8603 2.8149 -2.0510
H 3.2663 1.3636 0.8247
H -2.0609 -1.8251 0.7326
C -2.6236 -3.0200 2.4666
H -0.9990 2.0259 -2.9607
H 2.8231 2.7690 1.7672
H 0.5120 2.1634 -4.0225
C 0.1983 -0.7067 0.1118
C 0.6069 -2.0951 0.6281
C -0.0481 2.6185 -3.1835
H -0.0114 -0.0863 1.0157
*
```

Values from the calculation:
HOMO energy (alpha / beta) ... 1.914 / 0.287 eV
Frontier orbital gap (alpha / beta) ... 2.3210 / 3.9347 eV
LUMO energy (alpha / beta) ... 4.24 / 4.22 eV

natural (NBO) population analysis, charges in e, atoms 1 to 8: -1.204, 0.197, 0.188, -0.126, -0.395, 0.196, -0.203, 0.021

***

5.
DFT (ωB97M-V/def2-TZVPD) results for a molecular structure, C17H23LaNO9 in a non-equilibrium geometry.

```
! wB97M-V def2-TZVPD RIJCOSX def2/J DEFGRID3
* xyz 3 1
H -1.0510 1.7629 -2.1579
O -5.6960 -0.3279 -2.3078
H -3.3870 3.1503 0.1446
C 3.3147 -0.0677 -1.3096
H 9.6779 0.6775 1.1958
C -3.5445 2.2182 0.8739
C -4.6084 -1.8263 2.3054
H -4.8547 4.1883 1.9352
C 1.7432 -0.1884 -0.8323
H -2.8900 2.4410 1.8351
C 7.3835 0.7163 0.9393
H -1.9990 -2.2205 1.2905
C 8.6784 0.0808 1.3316
C -2.4537 -1.8749 0.2543
H 1.1707 -1.0357 -1.4098
H 1.4326 1.8005 -2.0372
C -4.6994 -0.1693 -1.4307
O -5.6099 3.5147 1.9440
H 8.7434 -1.0197 1.7344
H -1.1896 2.1902 0.4474
La 3.0954 -1.3164 0.4483
O 6.4664 -1.2188 -0.5554
O -3.2484 -2.9811 -0.3761
C 0.9345 1.2180 -1.1528
H -1.1770 -3.7809 -0.4298
C -2.2863 -4.0567 -0.7621
H 3.4121 0.3626 -2.4114
O 5.5402 1.0377 -0.9647
H 1.6951 -0.3792 0.3219
C -0.6950 0.9309 -1.3938
H -1.5916 -1.6420 -0.5031
H 4.3290 0.4692 0.7654
H 3.7188 1.9944 -0.2307
O -6.0046 1.2535 1.2258
C 4.2066 0.9294 -0.3119
H -2.6268 -5.0525 -0.2275
O -3.7171 -0.6635 2.0186
C -1.4040 1.0805 0.0761
C -3.0665 0.8964 0.0334
C -5.1173 2.2443 1.3189
H 3.7900 -1.1590 -1.2475
H 0.9945 1.9112 -0.1843
O -4.6749 -1.0465 -0.2470
C 6.4280 0.0779 -0.2329
O -3.5681 0.7729 -1.3748
N -5.1124 -2.9954 2.5599
H -2.2361 -4.2444 -1.9177
H 6.9913 1.6882 1.5084
H -0.8592 -0.1043 -1.9212
C -3.4735 -0.6079 0.5391
H -0.9044 0.3712 0.8824
*
```

Values from the calculation:
HOMO energy ... -16.341 eV
Frontier orbital gap ... 2.0066 eV
LUMO energy ... -14.33 eV

Löwdin population analysis, charges in e, atoms 1 to 8: 0.166, 0.107, 0.169, -0.246, 0.142, -0.017, -0.102, 0.122